The following is a quantum chemistry calculation of a molecular structure, C41H36Cl2NP2Sn in a non-equilibrium geometry, from the OMol25 dataset.

Geometry as XYZ:
```
83
C41H36Cl2NP2Sn (ωB97M-V with the def2-TZVPD basis set)
Sn 0.133 -0.019 -0.147
Cl 0.347 -2.368 0.681
P -1.450 -0.722 -1.703
P 2.022 0.553 1.090
C -3.162 -0.745 -1.065
C -1.235 -2.415 -2.347
C -1.552 0.326 -3.196
C 2.657 2.240 0.789
C 1.765 0.499 2.897
C 3.473 -0.525 0.846
C -4.184 0.049 -1.596
C -5.471 -0.021 -1.060
C -5.743 -0.885 -0.001
C -4.724 -1.682 0.527
C -3.436 -1.613 0.004
H -3.976 0.722 -2.422
H -6.260 0.603 -1.473
H -6.745 -0.937 0.415
H -4.932 -2.355 1.354
H -2.635 -2.226 0.413
C -1.660 1.715 -3.029
C -1.763 2.551 -4.137
C -1.740 2.012 -5.426
C -1.621 0.634 -5.599
C -1.532 -0.209 -4.489
H -1.657 2.135 -2.028
H -1.851 3.625 -3.997
H -1.810 2.665 -6.291
H -1.596 0.209 -6.598
H -1.442 -1.281 -4.628
C -2.355 -3.178 -2.707
C -2.192 -4.456 -3.238
C -0.911 -4.983 -3.410
C 0.205 -4.231 -3.045
C 0.046 -2.954 -2.510
H -3.353 -2.775 -2.563
H -3.066 -5.042 -3.510
H -0.785 -5.982 -3.818
H 1.203 -4.644 -3.159
H 0.905 -2.374 -2.193
C 2.149 -0.673 3.568
C 1.978 -0.771 4.946
C 1.417 0.289 5.663
C 1.030 1.452 4.998
C 1.206 1.561 3.617
H 2.578 -1.497 3.000
H 2.277 -1.680 5.460
H 1.278 0.206 6.738
H 0.591 2.277 5.551
H 0.908 2.469 3.103
C 1.789 3.199 0.248
C 2.224 4.505 0.041
C 3.537 4.864 0.356
C 4.408 3.913 0.884
C 3.971 2.606 1.106
H 0.775 2.912 -0.016
H 1.542 5.241 -0.376
H 3.879 5.881 0.183
H 5.432 4.185 1.124
H 4.652 1.870 1.521
C 4.585 -0.424 1.692
C 5.709 -1.219 1.472
C 5.730 -2.121 0.408
C 4.622 -2.229 -0.433
C 3.496 -1.440 -0.213
H 4.569 0.271 2.526
H 6.565 -1.137 2.137
H 6.604 -2.745 0.242
H 4.628 -2.942 -1.253
H 2.620 -1.536 -0.846
H 0.145 1.419 -0.832
H 1.214 -0.336 -1.351
Cl -2.483 -0.813 4.909
C -2.339 0.119 3.431
C -3.160 1.224 3.211
C -3.024 1.959 2.036
C -2.067 1.576 1.095
N -1.273 0.488 1.311
C -1.396 -0.237 2.463
H -3.897 1.514 3.949
H -3.653 2.821 1.856
H -1.968 2.156 0.192
H -0.765 -1.088 2.655
```

## Properties
- Strongest force on any atom: 6.8 eV/A
- Total charge: +3
- Electronic energy: -94014.721 eV
- HOMO-LUMO gap (spin up / spin down): 3.75 / 4.11 eV
- Energy relative to the best compared isomer or geometry (same formula, charge and spin): 2.191 eV
- HOMO energy (spin up / spin down): -16.492 / -16.434 eV

Atom charges from the Mulliken analysis, given in e for atoms 1 to 8: number 1, Sn, carries 2.60; number 2, Cl, carries -0.37; number 3, P, carries 1.81; number 4, P, carries 1.57; number 5, C, carries 0.34; number 6, C, carries -0.10; number 7, C, carries 0.36; number 8, C, carries 0.55